Entry 1:
{"formula": "C34H52Cl2NOsP", "method": "ωB97M-V/def2-TZVPD", "e_homo_ev": [-4.88, -6.85], "spin_multiplicity": 5, "total_charge": 0, "gap_ev": [4.4627, 5.9141], "total_energy_ev": -74389.22033, "elements": ["P", "C", "C", "C", "C", "C", "C", "C", "C", "C", "C", "C", "C", "C", "C", "C", "C", "C", "C", "H", "H", "H", "H", "H", "H", "H", "H", "H", "H", "H", "H", "H", "H", "H", "H", "H", "H", "H", "H", "H", "H", "H", "H", "H", "H", "H", "H", "H", "H", "H", "H", "H", "Os", "Cl", "Cl", "C", "H", "C", "C", "C", "C", "C", "C", "H", "H", "H", "H", "H", "C", "N", "C", "C", "C", "C", "C", "C", "C", "C", "H", "H", "H", "H", "H", "H", "H", "H", "H", "H", "H", "H", "H"], "xyz": [[0.34, -0.62, -1.89], [1.91, 0.03, -2.78], [2.17, -0.35, -4.25], [3.57, 0.09, -4.68], [3.86, 1.57, -4.39], [3.47, 2.01, -2.98], [2.06, 1.54, -2.59], [-1.08, 0.27, -2.76], [-0.95, 0.46, -4.27], [-2.26, 1.02, -4.84], [-2.70, 2.32, -4.14], [-2.66, 2.25, -2.61], [-1.37, 1.61, -2.06], [0.19, -2.30, -2.73], [1.39, -3.18, -2.32], [1.30, -4.59, -2.92], [-0.04, -5.28, -2.64], [-1.24, -4.39, -2.96], [-1.14, -2.98, -2.36], [2.68, -0.47, -2.17], [1.43, 0.14, -4.90], [2.06, -1.43, -4.42], [3.69, -0.10, -5.76], [4.31, -0.53, -4.16], [4.93, 1.77, -4.55], [3.32, 2.19, -5.12], [4.18, 1.60, -2.25], [3.52, 3.10, -2.90], [1.85, 1.81, -1.55], [1.32, 2.07, -3.22], [-1.94, -0.40, -2.57], [-3.05, 0.26, -4.72], [-0.71, -0.48, -4.78], [-0.14, 1.18, -4.48], [-2.14, 1.20, -5.91], [-3.72, 2.57, -4.46], [-2.06, 3.14, -4.48], [-2.76, 3.26, -2.19], [-3.51, 1.66, -2.25], [-1.46, 1.45, -0.97], [-0.53, 2.30, -2.21], [0.21, -2.13, -3.82], [2.34, -2.72, -2.63], [1.42, -3.25, -1.22], [1.46, -4.53, -4.00], [2.12, -5.20, -2.51], [-0.07, -5.58, -1.58], [-0.10, -6.21, -3.23], [-2.16, -4.87, -2.58], [-1.35, -4.31, -4.05], [-1.99, -2.39, -2.72], [-1.22, -3.03, -1.27], [0.65, 0.49, 2.50], [-1.35, -0.27, 1.53], [2.21, -0.06, 0.86], [0.22, 1.92, 3.63], [0.19, 1.95, 4.74], [-0.13, 3.19, 2.97], [-0.90, 4.23, 3.56], [-1.10, 5.42, 2.87], [-0.55, 5.59, 1.59], [0.13, 4.54, 0.96], [0.33, 3.34, 1.65], [-1.33, 4.05, 4.55], [-1.67, 6.22, 3.33], [0.52, 4.64, -0.05], [0.87, 2.48, 1.20], [-0.67, 6.55, 1.07], [-2.00, -1.58, 7.27], [-2.30, -0.99, 5.95], [-3.65, -0.37, 5.95], [-1.24, -0.01, 5.41], [0.08, -0.68, 5.24], [0.85, -1.10, 6.32], [1.98, -1.89, 6.11], [2.36, -2.26, 4.83], [1.70, -1.73, 3.72], [0.64, -0.82, 3.94], [-1.75, -0.78, 7.97], [-1.19, -2.31, 7.19], [-2.91, -2.09, 7.61], [-2.29, -1.75, 5.25], [-3.62, 0.50, 6.60], [-3.91, -0.08, 4.92], [-4.36, -1.11, 6.33], [-1.66, 0.33, 4.46], [-1.22, 0.83, 6.11], [0.55, -0.83, 7.34], [2.56, -2.23, 6.98], [3.20, -2.95, 4.67], [1.98, -1.97, 2.70]], "lowdin_charge": [1.0700, -0.4527, -0.2141, -0.1987, -0.2064, -0.1977, -0.2338, -0.4520, -0.2193, -0.2010, -0.2069, -0.1983, -0.2257, -0.4807, -0.2229, -0.2038, -0.2125, -0.2055, -0.2176, 0.0837, 0.0909, 0.0946, 0.1061, 0.1115, 0.1034, 0.1096, 0.1137, 0.1063, 0.0825, 0.0971, 0.0969, 0.1113, 0.1031, 0.0958, 0.1062, 0.1025, 0.1095, 0.1055, 0.1108, 0.0722, 0.0947, 0.0944, 0.0966, 0.1147, 0.1112, 0.1049, 0.1090, 0.1029, 0.1040, 0.1112, 0.0947, 0.1148, 0.9747, -0.1719, -0.0971, -0.3692, 0.0387, -0.3450, -0.0694, -0.1106, -0.1160, -0.0894, -0.1074, 0.0967, 0.0958, 0.1005, 0.0395, 0.0914, -0.0090, -0.1809, 0.0078, -0.1169, -0.2627, -0.0673, -0.0803, -0.0704, -0.1318, -0.3840, 0.1140, 0.0998, 0.1006, 0.1945, 0.1139, 0.1146, 0.1021, 0.0895, 0.1394, 0.1107, 0.1068, 0.1106, 0.0513]}

***

Entry 2:
{"formula": "C45H38ClP3ReS", "method": "ωB97M-V/def2-TZVPD", "e_homo_ev": [-16.03, -16.03], "total_charge": 3, "e_above_lowest_ev": 0.000, "gap_ev": [6.2581, 6.2377], "total_energy_ev": -100609.73552, "elements": ["Re", "Cl", "C", "C", "C", "C", "C", "C", "P", "C", "C", "C", "C", "C", "C", "C", "C", "C", "C", "C", "C", "H", "H", "H", "H", "H", "H", "H", "H", "H", "H", "H", "H", "H", "H", "C", "C", "P", "C", "C", "C", "C", "C", "C", "C", "C", "C", "C", "C", "C", "P", "C", "C", "C", "C", "C", "C", "C", "C", "C", "C", "C", "C", "H", "H", "H", "H", "H", "H", "H", "H", "H", "H", "H", "H", "H", "H", "H", "H", "H", "H", "H", "H", "H", "H", "H", "H", "S", "C"], "xyz": [[0.21, 0.03, 0.03], [0.67, 1.63, -1.80], [-0.18, 3.18, -1.52], [0.06, 4.18, -2.44], [-0.66, 5.36, -2.29], [-1.59, 5.49, -1.26], [-1.79, 4.46, -0.36], [-1.06, 3.27, -0.46], [-1.37, 1.85, 0.62], [-1.34, 2.37, 2.34], [-1.62, 1.40, 3.31], [-1.69, 1.75, 4.65], [-1.47, 3.07, 5.03], [-1.17, 4.03, 4.08], [-1.10, 3.68, 2.74], [-3.09, 1.48, 0.20], [-4.14, 1.57, 1.12], [-5.44, 1.31, 0.71], [-5.70, 0.96, -0.61], [-4.66, 0.89, -1.53], [-3.36, 1.14, -1.13], [0.76, 4.04, -3.25], [-0.50, 6.16, -2.99], [-2.16, 6.40, -1.17], [-2.54, 4.56, 0.41], [-1.80, 0.37, 3.02], [-1.92, 1.00, 5.39], [-1.53, 3.34, 6.08], [-0.99, 5.05, 4.38], [-0.86, 4.45, 2.01], [-3.94, 1.85, 2.15], [-6.25, 1.38, 1.42], [-6.71, 0.76, -0.92], [-4.87, 0.63, -2.56], [-2.56, 1.10, -1.86], [2.21, -2.82, 1.05], [3.25, -1.90, 0.43], [2.56, -0.28, -0.09], [2.17, 0.83, 1.28], [1.83, 0.31, 2.55], [1.67, 1.14, 3.64], [1.87, 2.50, 3.49], [2.19, 3.05, 2.24], [2.33, 2.24, 1.15], [3.73, 0.45, -1.22], [4.83, 1.16, -0.75], [5.79, 1.61, -1.64], [5.65, 1.34, -3.00], [4.56, 0.62, -3.47], [3.60, 0.17, -2.58], [0.59, -2.35, 0.34], [0.24, -3.35, -1.09], [-0.19, -2.75, -2.27], [-0.55, -3.54, -3.36], [-0.47, -4.92, -3.26], [-0.04, -5.52, -2.08], [0.31, -4.75, -0.99], [-0.85, -2.43, 1.52], [-0.54, -2.48, 2.98], [-1.30, -3.18, 3.83], [-2.47, -3.95, 3.41], [-2.89, -3.93, 2.14], [-2.16, -3.14, 1.11], [2.15, -2.71, 2.13], [2.43, -3.87, 0.85], [3.62, -2.31, -0.51], [4.13, -1.74, 1.07], [1.81, -0.76, 2.69], [1.43, 0.73, 4.61], [1.80, 3.15, 4.35], [2.36, 4.11, 2.14], [2.62, 2.66, 0.19], [4.95, 1.36, 0.31], [6.65, 2.16, -1.28], [6.41, 1.69, -3.69], [4.47, 0.41, -4.53], [2.75, -0.40, -2.95], [-0.24, -1.67, -2.35], [-0.88, -3.08, -4.28], [-0.73, -5.53, -4.11], [0.02, -6.60, -2.02], [0.63, -5.23, -0.07], [0.30, -1.90, 3.35], [-1.04, -3.18, 4.88], [-2.98, -4.55, 4.15], [-3.74, -4.51, 1.82], [-2.08, -3.68, 0.17], [-2.85, -1.46, 0.67], [-1.22, -1.08, 0.97]], "lowdin_charge": [0.7372, 0.7693, -0.5487, -0.0653, -0.0148, -0.0167, -0.0552, -0.3638, 1.0017, -0.3576, -0.1148, -0.0497, -0.0364, -0.0466, -0.0811, -0.4294, -0.0849, -0.0396, -0.0324, -0.0527, -0.1345, 0.1243, 0.1320, 0.1301, 0.1268, 0.0879, 0.1210, 0.1249, 0.1248, 0.1024, 0.1102, 0.1243, 0.1252, 0.1220, 0.1044, -0.3050, -0.2998, 0.9034, -0.4428, -0.0723, -0.0336, -0.0093, -0.0275, -0.0900, -0.4037, -0.0735, -0.0338, -0.0236, -0.0410, -0.1151, 0.9706, -0.3685, -0.0954, -0.0426, -0.0233, -0.0321, -0.0723, -0.5617, -0.0680, -0.0266, -0.0374, -0.0655, -0.3963, 0.0822, 0.1052, 0.1088, 0.1173, 0.0724, 0.1305, 0.1326, 0.1328, 0.1085, 0.1178, 0.1255, 0.1273, 0.1235, 0.1016, 0.0805, 0.1217, 0.1276, 0.1268, 0.1203, 0.0882, 0.1256, 0.1253, 0.1271, 0.1114, 1.1492, -0.6474]}